1) The following is a DFT calculation (ωB97M-V/def2-TZVPD) of a 2-piece molecular cluster, C5H11O2 overall.

Each line ends with the Mulliken charge.
Atoms and positions in Å:
1 C 1.25 0.23 -1.11  0.10
2 C 0.70 1.61 -1.42  -1.16
3 C 2.10 -0.38 -2.23  0.39
4 O 2.52 0.40 -3.13  -0.75
5 O 2.39 -1.59 -2.15  -0.76
6 H 1.88 0.25 -0.22  0.18
7 H 0.50 -0.53 -0.89  0.04
8 H 0.41 2.12 -0.50  0.34
9 H -0.19 1.56 -2.06  0.24
10 H 1.43 2.12 -2.06  0.40
11 C -1.03 -0.86 1.49  -0.72
12 C -2.18 -0.63 2.48  -0.97
13 H -1.35 -1.61 0.77  0.31
14 H -0.97 0.03 0.84  0.17
15 H -0.04 -0.91 1.93  0.34
16 H -2.04 0.22 3.15  0.31
17 H -2.23 -1.54 3.09  0.27
18 H -3.15 -0.50 2.02  0.30

Results
* net charge: -1
* multiplicity: 1
* HOMO-LUMO gap: 6.9 eV
* LUMO energy: 3.3 eV
* M: 103.141 g/mol

***

2) The following is a DFT calculation (ωB97M-V/def2-TZVPD) of an isolated ion of composition C5H11O2 and charge -1.

Each line ends with the Mulliken charge.
Atoms and positions in Å:
1 O 3.51 0.04 0.58  -0.87
2 C 2.39 -0.31 -0.07  -0.12
3 C 1.32 0.93 -0.28  -0.58
4 C -0.01 1.00 0.42  -0.53
5 C -1.43 0.44 -0.07  -0.37
6 C -1.58 -1.00 0.25  -0.55
7 O -2.77 -1.75 -0.27  -0.52
8 H 1.83 -1.24 0.48  0.05
9 H 2.62 -0.54 -1.19  0.05
10 H 1.14 1.02 -1.40  0.31
11 H 2.00 1.79 0.07  0.15
12 H 0.10 0.49 1.39  0.26
13 H -0.22 2.06 0.49  0.31
14 H -1.48 0.57 -1.13  0.35
15 H -2.32 1.01 0.32  0.21
16 H -1.84 -1.11 1.36  0.24
17 H -0.66 -1.52 0.22  0.34
18 H -2.60 -1.89 -1.18  0.28

Results
* SMILES: [O-]CCCCCO
* net charge: -1
* multiplicity: 1
* HOMO-LUMO gap: 5.7 eV
* LUMO energy: 3.3 eV
* M: 103.141 g/mol

***

3) The following is a DFT calculation (ωB97M-V/def2-TZVPD) of a 2-piece molecular cluster, C5H11O2 overall.

Each line ends with the Mulliken charge.
Atoms and positions in Å:
1 C -0.17 -0.23 -1.44  -0.14
2 C -0.01 -0.83 -2.84  -1.13
3 C -1.71 0.18 -0.97  0.52
4 O -2.11 1.39 -1.09  -0.76
5 O -2.18 -0.77 -0.26  -0.72
6 H 0.18 -0.83 -0.63  0.16
7 H 0.44 0.69 -1.48  0.21
8 H -0.56 -0.25 -3.57  0.30
9 H -0.35 -1.87 -2.82  0.30
10 H 1.12 -0.82 -3.06  0.27
11 C 1.12 1.00 2.04  -0.61
12 C 0.19 -0.10 2.56  -0.73
13 H 1.42 1.88 2.62  0.33
14 H 2.07 0.46 1.79  0.21
15 H 0.71 1.26 1.02  0.10
16 H 0.14 0.00 3.69  0.29
17 H -0.86 0.02 2.07  0.18
18 H 0.55 -1.18 2.38  0.23

Results
* net charge: -1
* multiplicity: 1
* HOMO-LUMO gap: 7.8 eV
* LUMO energy: 3.9 eV
* M: 103.141 g/mol

***

Stability, highest: 1)

***

1) The following is a DFT calculation (ωB97M-V/def2-TZVPD) of an isolated ion of composition CH5N2O and charge -1.

Each line ends with the Mulliken charge.
Atoms and positions in Å:
1 C -0.33 0.96 0.37  -0.79
2 N -0.53 -0.35 -0.32  -0.19
3 N 0.73 -0.68 -0.99  -0.67
4 O -0.67 -1.31 0.77  -0.85
5 H 0.13 1.01 1.28  0.43
6 H 0.13 1.75 -0.27  0.26
7 H -1.38 1.03 0.66  0.25
8 H 1.42 -0.72 -0.25  0.25
9 H 0.51 -1.70 -1.25  0.30

Results
* SMILES: CN(N)[O-]
* net charge: -1
* multiplicity: 1
* HOMO-LUMO gap: 6.8 eV
* LUMO energy: 5.0 eV
* M: 61.064 g/mol

***

2) The following is a DFT calculation (ωB97M-V/def2-TZVPD) of a 2-piece molecular cluster, CH5N2O overall.

Each line ends with the Mulliken charge.
Atoms and positions in Å:
1 C 0.98 -0.01 0.64  -0.53
2 N -0.69 -1.06 -0.81  -0.38
3 N 0.46 -0.94 -0.45  -0.20
4 O -3.02 0.36 0.44  -1.14
5 H 0.08 0.65 1.00  0.28
6 H 1.12 -0.92 1.35  0.17
7 H 1.84 0.58 0.48  0.24
8 H -3.03 -0.47 0.93  0.17
9 H -1.48 -0.52 -0.43  0.40

Results
* net charge: -1
* multiplicity: 1
* HOMO-LUMO gap: 6.9 eV
* LUMO energy: 4.3 eV
* M: 61.064 g/mol

***

Stability, highest: 2)